The following is a DFT calculation (ωB97M-V/def2-TZVPD) of a 11-piece molecular cluster, C30H82O11 overall in a non-equilibrium geometry.

Computed properties:
LUMO energy (spin up / spin down)   2.2268 / 2.1436 eV
Net charge   -1
E_tot   -2019.6068 Ha
Gap between HOMO and LUMO (spin up / spin down)   1.66 / 10.02 eV
2S+1   2
Energy above the lowest of the compared OMol25 structures with the same formula, charge and spin   95.4 kcal per mole
Highest occupied orbital energy (spin up / spin down)   0.021 / -0.289 Ha

Element x y z (Å)
1 O -6.68335 27.31706 12.87144
2 H -6.48407 28.21219 13.14577
3 H -6.82825 27.38198 11.92750
4 C -6.19586 34.85325 10.61535
5 C -6.99665 33.60745 10.18778
6 C -7.26607 32.85296 11.45813
7 O -8.08698 34.09108 9.61526
8 H -6.43450 35.43223 11.50751
9 H -6.10102 35.53955 9.77386
10 H -5.16041 34.65510 10.89230
11 H -6.48795 33.05058 9.40089
12 H -6.28802 32.69554 11.91282
13 H -7.63982 31.86474 11.19013
14 H -7.82761 33.46282 12.16583
15 H -7.72031 34.66631 8.93979
16 C -8.92833 25.46627 14.31292
17 C -9.01442 25.58375 15.83078
18 C -8.75764 24.33781 16.63867
19 O -8.10938 26.57586 16.27822
20 H -9.27108 26.45098 13.99519
21 H -9.67218 24.81245 13.85762
22 H -7.89076 25.24930 14.05901
23 H -9.99375 25.97234 16.11013
24 H -9.31833 23.44572 16.35954
25 H -9.13844 24.54957 17.63780
26 H -7.73815 23.97816 16.49950
27 H -7.51251 26.98756 15.64904
28 C -4.59402 34.69747 13.70969
29 C -3.51611 34.14005 14.66308
30 C -2.07899 34.70797 14.73063
31 O -4.02216 34.18957 15.97474
32 H -4.79991 33.92303 12.97081
33 H -4.06527 35.39410 13.05914
34 H -5.41013 35.26178 14.16092
35 H -3.38973 33.05926 14.59957
36 H -1.40090 33.97319 15.16468
37 H -1.87109 35.68981 15.15592
38 H -1.72411 34.70409 13.70002
39 H -4.21240 35.10861 16.17664
40 C -2.63759 28.31543 18.69329
41 C -3.73256 28.46331 19.70298
42 C -4.42395 29.78132 19.59113
43 O -4.62737 27.40986 19.46823
44 H -2.03932 27.40723 18.76649
45 H -1.91411 29.12847 18.75376
46 H -3.04290 28.53251 17.70501
47 H -3.41194 28.37630 20.74112
48 H -4.79161 30.06702 18.60558
49 H -3.68685 30.52154 19.90236
50 H -5.35866 29.77841 20.15185
51 H -4.94226 27.52148 18.56824
52 C -5.92701 30.85375 14.43507
53 C -6.02853 30.28594 15.81933
54 C -6.59414 31.23082 16.90947
55 O -6.75121 29.06986 15.79521
56 H -5.60443 31.89192 14.35603
57 H -6.87217 30.80149 13.89466
58 H -5.15158 30.35995 13.84945
59 H -5.06388 29.99586 16.23574
60 H -7.55953 31.59542 16.55848
61 H -6.11097 32.18319 17.12774
62 H -6.84734 30.74245 17.85047
63 H -6.81374 28.59126 16.62505
64 C -2.03121 27.31392 14.60968
65 C -2.02032 28.67875 13.93436
66 C -0.61838 29.28588 14.27780
67 O -1.97904 28.53436 12.58436
68 H -1.07508 26.79065 14.59953
69 H -2.76601 26.52755 14.43709
70 H -2.12147 27.50506 15.67898
71 H -2.87897 29.24498 14.29518
72 H -0.57729 30.36657 14.14177
73 H 0.20671 28.96180 13.64352
74 H -0.38814 29.22274 15.34133
75 H -1.20985 28.99799 12.24527
76 C -10.75857 31.16712 22.58478
77 C -10.09429 31.36062 21.15994
78 C -8.93473 30.42491 20.96143
79 O -11.17423 30.90445 20.34604
80 H -11.54833 31.83270 22.93318
81 H -9.98660 31.41290 23.31400
82 H -11.04960 30.13484 22.77923
83 H -9.95576 32.42476 20.96889
84 H -8.13347 30.65796 21.66269
85 H -8.43221 30.49836 19.99698
86 H -9.30688 29.41432 21.12966
87 H -11.01112 30.12437 19.81081
88 C -9.60688 33.37854 15.23511
89 C -10.51378 34.55963 15.51735
90 C -11.89631 34.23230 14.91049
91 O -10.64680 34.93621 16.89016
92 H -9.77143 32.83568 14.30435
93 H -9.76856 32.64330 16.02339
94 H -8.54810 33.57468 15.40423
95 H -10.07229 35.45003 15.06973
96 H -11.89990 33.84674 13.89096
97 H -12.54116 35.11105 14.90147
98 H -12.43308 33.43768 15.42871
99 H -11.32417 34.41600 17.32852
100 C -3.54071 33.54573 21.66559
101 C -4.95695 34.13250 21.57189
102 C -5.61575 33.64586 20.22606
103 O -5.69946 33.71671 22.60096
104 H -3.00062 33.76095 20.74359
105 H -3.71232 32.47805 21.52875
106 H -2.95512 33.79122 22.55154
107 H -4.81708 35.20191 21.41413
108 H -6.41208 32.94596 20.47923
109 H -5.03373 33.08244 19.49676
110 H -5.94936 34.50611 19.64573
111 H -5.72168 32.75913 22.66541
112 C -11.93187 30.49089 13.33190
113 C -11.29298 30.14138 12.00673
114 C -9.95730 29.42290 12.31622
115 O -12.16264 29.17373 11.32375
116 H -12.95672 30.83892 13.20281
117 H -11.36161 31.27197 13.83472
118 H -11.98033 29.63671 14.00727
119 H -10.97616 30.90754 11.29910
120 H -9.36819 29.06510 11.47181
121 H -10.13821 28.45913 12.79214
122 H -9.26417 30.00360 12.92487
123 H -12.60290 28.60231 11.95720

Atomic forces in eV per Å
-0.0672 -0.2972 0.1447
0.1160 0.3491 0.2496
-0.0004 -0.0009 -0.3034
2.1973 0.1273 -0.2632
3.0890 0.9232 2.5669
0.7305 -0.8215 -0.5684
-4.1589 1.1056 -1.9507
-1.2719 -0.2447 -0.0869
-0.1365 0.2594 -0.1261
0.3381 -0.5824 -0.4100
0.8790 -0.5350 0.5591
0.0288 -0.2273 0.1285
-0.6094 -0.0015 0.5906
-0.4412 -0.3212 -0.1928
-0.7358 0.2828 -0.3574
-0.6509 0.5868 0.7607
-0.0674 -0.0490 -0.7271
-0.4917 -0.7453 -0.1851
0.3722 0.4312 1.2299
0.6996 0.1703 -0.5368
0.2998 -0.5652 0.2443
-0.2347 0.0494 -0.5037
-0.3179 -0.1070 -0.1162
-0.5926 0.2163 -0.5743
0.9892 -0.1416 0.4030
0.2850 0.4922 0.7295
-0.3287 -0.3797 -0.8496
2.5026 0.1797 -1.2145
0.1588 0.0845 1.7543
0.0754 -0.6579 -1.8815
-0.8001 0.0733 1.5644
-0.9891 -0.1220 0.3888
-0.0492 0.5422 -0.0731
-0.1150 -0.6735 0.1023
-0.0089 -0.0243 -0.9920
-0.2782 -0.0099 0.5808
-0.5924 0.0220 0.0931
0.2040 0.4333 -0.3366
-0.0571 0.1278 0.1833
1.3712 1.2621 -0.1265
-0.1575 -0.3213 -0.3868
-0.3229 0.7750 -0.1000
-0.8789 -0.8731 0.4482
-0.4905 -0.2143 -0.1882
0.2312 0.2230 0.4158
-0.1982 -0.7225 -0.2409
0.2691 -0.3065 -0.0317
0.5324 -0.2840 -0.4535
-0.4483 0.4833 0.1975
0.2851 0.1631 0.6943
-0.1490 -0.1878 -0.1898
0.2636 0.1864 -0.6765
0.8366 0.2876 2.6702
-1.5766 0.5238 -0.8397
-0.9830 -0.4239 -1.3620
-0.1493 0.2030 0.6843
-0.1389 -0.1727 0.0855
-0.1461 -0.4961 -0.0930
0.7277 0.2867 -0.5385
-0.3955 -0.1408 -0.1660
0.8934 -0.3248 -0.2054
0.4008 -0.3444 0.0162
0.1942 0.4944 0.4428
0.1722 -0.6596 1.6539
2.6169 -1.0354 1.5048
-0.8728 1.5717 1.2193
-0.9067 -0.1963 -2.9013
0.3032 0.2002 -0.6477
-0.4722 0.5602 -0.7498
-0.2343 0.1520 0.3197
0.1027 0.4220 -0.1217
-0.5045 0.3221 -0.2839
-0.1993 -0.8609 0.1801
0.2633 -0.5138 0.0182
-0.2886 0.0299 -0.2033
2.0641 0.6523 0.5848
-2.6587 -1.4166 1.2363
0.8224 0.5685 0.4460
-1.0127 0.6239 -1.2391
-0.3472 0.0839 -1.0016
0.3670 -0.2070 0.3327
-0.0092 0.0012 -0.3761
0.4366 -0.1144 -0.1444
-0.0288 -0.2140 0.3336
-0.4660 0.0203 -0.3024
0.2623 -0.0879 0.0086
0.5957 0.1106 0.0860
0.6853 -0.8011 1.5583
-0.9280 -0.3005 -0.8479
-0.3184 0.5219 -0.1643
0.4287 -0.0568 -0.1820
0.0425 0.5042 -0.1830
-0.4223 -0.3065 0.1057
0.1124 0.3986 -0.4851
-0.2644 0.0407 -0.2531
0.5810 0.2566 -0.1916
-0.0446 0.0668 0.1466
0.2066 -0.0246 0.5988
-0.0301 -0.2896 -0.1196
-0.3801 -0.4658 -1.1329
2.5906 -0.8307 -3.9328
0.1864 0.1298 -0.0805
-1.9986 0.5702 3.0050
0.2989 0.4903 0.1354
0.3357 -0.4296 0.6557
-0.2165 -0.0277 -0.0070
-0.7461 0.2912 1.1391
-0.4486 0.3872 -0.0562
0.7772 0.0141 0.3406
-0.6042 -0.1178 0.1323
0.1951 -0.0500 -0.2324
-0.2296 1.0535 -0.1777
0.9462 -2.8688 0.3782
0.2366 -0.7631 -0.0680
0.5168 1.1238 -0.5889
-0.0295 0.1837 -0.0910
-0.0495 0.0160 0.1050
0.2427 -0.2080 -0.1589
-1.0984 0.4312 0.1042
-0.2566 0.5923 -0.6433
-0.2776 0.1430 0.6399
-0.1904 0.1405 0.2004
0.2049 0.1465 0.3178

These are the Mulliken partial charges, in e, on atoms 1 to 5: atom 1 (O): -0.464, atom 2 (H): 0.236, atom 3 (H): 0.263, atom 4 (C): -1.307, atom 5 (C): 0.027

***

The following is a DFT calculation (ωB97M-V/def2-TZVPD) of a 2-piece molecular cluster, C5H11N2 overall in a non-equilibrium geometry.

Computed properties:
LUMO energy (spin up / spin down)   -5.8982 / -5.9014 eV
Net charge   +1
E_tot   -306.1767 Ha
Gap between HOMO and LUMO (spin up / spin down)   5.76 / 5.75 eV
Energy above the lowest of the compared OMol25 structures with the same formula, charge and spin   129.8 kcal per mole
Highest occupied orbital energy (spin up / spin down)   -0.428 / -0.428 Ha

Element x y z (Å)
1 C -0.85456 -1.48222 0.56789
2 C -0.66716 -0.85525 1.81518
3 C -1.22056 -2.29633 -0.33966
4 C -0.98291 1.93063 -1.18540
5 C 2.08721 0.46576 -0.17021
6 N 0.25515 1.59539 -0.96756
7 N 0.68103 0.70906 -0.13837
8 H -1.16825 -1.47169 2.57556
9 H -1.10994 0.13972 1.84098
10 H -1.81878 -3.17585 -0.11871
11 H -0.97151 -2.21045 -1.38907
12 H -1.19497 2.73026 -1.86614
13 H -1.78147 1.42184 -0.67856
14 H 0.38866 -0.79428 2.07629
15 H 2.29023 -0.52397 -0.58721
16 H 2.62531 1.20789 -0.77291
17 H 2.47628 0.48642 0.84801
18 H 0.96625 2.12308 -1.51013

Atomic forces in eV per Å
-0.1347 -0.1974 -0.1688
0.2914 0.6576 0.5868
0.3174 0.2833 -0.5434
0.1297 0.0852 -0.1410
0.4800 -0.2005 -0.1353
-0.2885 0.9061 -0.9168
-0.9996 -1.2348 0.8241
-0.1008 -0.2418 -0.1088
-0.0014 -0.0535 0.0083
-0.0985 -0.0107 0.4363
0.1725 0.2632 -0.1328
0.1284 0.1440 -0.1509
0.0149 -0.1708 0.1545
-0.0231 -0.0446 0.0417
0.1871 0.0226 -0.0553
0.0958 -0.0243 0.0693
0.1592 0.0583 -0.0433
-0.3298 -0.2419 0.2754

These are the Mulliken partial charges, in e, on atoms 1 to 5: atom 1 (C): 0.594, atom 2 (C): -0.630, atom 3 (C): -0.642, atom 4 (C): -0.374, atom 5 (C): -0.927